{"formula": "C22H51NO12PS4", "method": "wB97M-V/def2-TZVPD", "fmax_ev_per_a": 4.214, "energy_ev": -102319.74232, "molar_mass_g_mol": 680.9, "total_charge": 1, "symbols": ["C", "H", "H", "C", "H", "H", "H", "C", "H", "O", "H", "H", "H", "C", "O", "H", "C", "H", "C", "H", "H", "S", "H", "H", "H", "O", "S", "O", "H", "C", "O", "C", "H", "C", "O", "H", "H", "H", "C", "H", "C", "C", "H", "H", "S", "H", "H", "H", "O", "O", "H", "H", "H", "C", "H", "H", "O", "C", "O", "H", "P", "C", "H", "H", "H", "H", "H", "H", "H", "H", "C", "C", "H", "H", "C", "H", "C", "H", "O", "C", "C", "H", "H", "N", "H", "H", "C", "O", "H", "H", "S"], "coordinates": [[-6.465920, 3.027624, 5.380818], [-1.767060, -8.144880, 2.820997], [-3.532674, -4.734563, 4.040636], [-3.282367, -5.786837, 3.905908], [-1.302771, -5.121700, 3.377271], [6.394742, -6.838111, -7.303401], [-4.818222, -5.439415, 2.220976], [0.670114, 7.246688, -3.754711], [4.993397, -1.984108, 6.973899], [-3.057406, 0.928839, 5.588511], [-5.700351, 1.354227, 6.538806], [-1.264239, -6.087022, 4.614226], [4.651340, -8.344720, -8.301798], [-1.745160, -6.083683, 3.636061], [4.229624, -0.966411, 3.856320], [-4.655816, 6.673202, -3.097054], [6.042323, -7.697197, -6.732551], [-4.550374, -7.039905, 2.728243], [-3.936077, 3.568848, 5.266627], [-6.366837, 0.821304, 5.085904], [1.438011, 6.825706, -3.105705], [3.947195, -7.238637, -4.860411], [-4.780169, 6.335899, -1.551413], [0.529870, 6.641779, -4.650545], [-3.848546, -6.442680, 4.567286], [-2.625584, 6.820271, -4.664912], [-2.710413, -6.519809, 1.320663], [3.529905, -8.470448, -4.161875], [-2.686103, 9.216376, -5.083344], [5.150242, -1.022352, 6.485503], [3.591114, -5.899278, -4.278171], [4.601819, -8.287437, -7.214434], [2.415212, -7.989737, -6.757991], [-2.231246, 8.809037, -5.986270], [-0.649586, 7.255063, -3.179210], [-3.171027, 4.010521, 4.628088], [-1.057100, 6.975846, -6.195200], [6.815521, -0.455249, 7.882278], [-1.617895, -7.099210, 2.551915], [7.352882, -0.673672, 3.482869], [-4.582427, 4.510154, -2.906844], [3.392156, -7.510111, -6.697647], [6.422245, 0.656992, 4.103384], [1.045455, -0.995318, -0.429506], [5.390945, -1.458030, 4.695810], [3.342688, -6.595749, -7.288920], [-6.867101, 3.073524, 4.368376], [-0.762046, -7.021165, 1.881462], [-1.436904, 4.688584, -3.762279], [-2.760883, 6.142339, -2.233710], [-2.974179, 9.144135, -6.710054], [5.896494, -6.171310, -5.312151], [4.438798, -9.301988, -6.850814], [-2.073027, 7.216418, -5.881968], [-1.247900, 9.242937, -6.167517], [6.305529, -7.546623, -4.355740], [-2.233445, -5.202630, 0.908723], [7.405275, -0.321544, 5.735689], [5.773021, -2.883776, 4.670052], [1.325444, 9.029444, -3.285960], [-1.760814, 6.124335, -3.464697], [-5.806345, 1.660391, 5.498069], [-0.390059, -1.462340, -0.710367], [8.051499, -1.193095, 5.631239], [-5.361436, 4.914887, 4.516069], [0.563669, -1.159415, -1.968525], [-3.869340, 3.712109, -2.700127], [6.131645, 0.809983, 7.180143], [-5.606960, 4.684851, 6.223532], [-4.804739, 4.355270, -3.962623], [-4.022860, -6.099917, 2.566275], [-5.417855, 4.151421, 5.291975], [-7.050215, 3.354232, 6.241070], [2.132154, 8.476686, -4.692751], [6.795369, -0.335441, 4.356295], [-3.723880, 3.502347, 6.333701], [5.754083, -7.250056, -5.247962], [8.249915, 0.336411, 5.940106], [-3.951833, 1.684458, 3.393531], [-4.244559, 5.932814, -2.410920], [6.431203, -0.198543, 6.895111], [0.433555, 9.056285, -4.846747], [-5.473130, 4.176719, -2.374339], [0.285651, -0.801256, -1.066012], [-0.084178, 0.132647, -1.171686], [6.793163, -8.473935, -6.877520], [1.146721, 8.511406, -4.228185], [-3.002031, -7.582372, 0.438437], [-2.725126, 6.781364, -6.639327], [4.256207, -0.399976, 6.447485], [-4.059983, 1.757275, 4.853557]], "forces_ev_per_a": [[1.1, 0.4, -2.1], [-0.3, 0.1, -0.1], [0.6, -0.1, 0.9], [-0.6, 0.0, -2.5], [-0.2, 0.0, -1.0], [-0.5, 0.0, 0.0], [0.6, 0.5, -0.2], [-0.6, -3.4, -1.7], [0.0, 0.2, 0.1], [-2.5, 1.6, -0.9], [0.4, 0.2, 0.2], [0.2, -1.6, 0.0], [-0.4, 0.1, 0.0], [-0.9, 2.3, 2.0], [2.5, -1.3, 1.9], [0.7, -0.1, -0.8], [-2.3, -1.2, 1.2], [0.0, -0.3, -0.3], [-1.7, -1.5, 1.6], [0.2, 0.2, -0.6], [-0.5, -0.4, 0.3], [-1.4, 0.3, -0.1], [0.8, -1.0, 0.9], [0.6, -0.8, 0.2], [0.8, 0.3, 0.8], [0.8, -1.3, 2.2], [-1.9, 2.6, 2.6], [0.7, 1.8, -0.8], [0.6, -0.2, 0.4], [0.6, 0.6, -1.0], [0.7, -2.9, -1.3], [0.9, -0.2, -0.2], [0.3, -0.3, 0.4], [-0.1, -1.1, 0.2], [-0.6, -0.4, 1.0], [-0.3, 0.0, 0.2], [0.2, -0.5, 0.9], [0.4, -1.0, -0.3], [1.1, -0.2, -0.3], [0.3, -0.4, 0.5], [-0.6, -0.4, 0.8], [1.5, 1.1, 0.5], [-0.6, -0.2, -0.1], [0.8, 1.0, 0.4], [-2.3, -0.1, -1.4], [-0.1, 0.5, 0.6], [-1.3, -0.2, 0.5], [1.0, -0.2, 0.8], [0.8, 2.2, 0.1], [-1.2, 1.0, -0.1], [0.4, -0.3, -0.6], [0.1, 0.1, 0.4], [0.7, -0.2, 0.0], [-1.4, 2.7, -1.8], [-0.3, 0.3, -0.1], [0.0, -0.7, -0.4], [0.2, -1.0, -0.6], [3.1, -0.1, 0.0], [-0.3, 2.1, -0.3], [0.0, 1.1, -0.2], [-1.1, -1.4, -1.3], [0.5, -0.7, 1.0], [-1.2, -0.1, 0.0], [-0.6, -1.1, 1.3], [-1.3, -0.4, -0.4], [0.2, -0.1, -0.7], [0.5, 0.6, 0.4], [-0.1, 0.4, -1.1], [0.9, 0.4, -0.1], [0.1, 0.8, -0.1], [-0.1, -1.7, -0.6], [2.7, 0.3, 0.5], [-0.8, -0.9, -0.6], [-0.2, -0.4, -0.2], [-1.2, 0.9, 0.5], [1.1, 0.2, -0.1], [-0.1, 1.6, -0.8], [-0.3, 1.0, -0.7], [-0.9, -0.2, 1.0], [0.8, 0.2, -1.3], [-1.5, -1.0, 0.1], [0.2, 0.0, 0.1], [-0.2, 0.1, 0.0], [0.0, -1.5, -0.2], [0.1, 0.6, 0.5], [-0.2, -0.1, 0.4], [0.4, 3.0, 1.0], [-0.4, -0.8, -1.5], [0.1, -0.1, -0.1], [0.0, -0.2, 0.3], [1.9, 0.5, -0.3]]}